# 1
Below is a molecular structure, C18H28CuN4O5V in a non-equilibrium geometry, with properties calculated with the ωB97M-V functional and the def2-TZVPD basis.

Structure (XYZ):
```
57
Properties=species:S:1:pos:R:3:forces:R:3
N 1.3596 0.0775 -2.0079 0.6 1.0 -2.8
C 1.1225 0.9339 -2.8732 -4.5 1.2 2.5
O 0.5798 1.8013 -3.5019 1.9 -1.5 0.3
Cu 2.6555 0.5739 -3.8458 1.7 -0.5 -0.9
V 0.8125 -0.4808 -0.3222 -0.5 -0.3 2.2
N 2.3096 -0.0541 0.6546 -2.0 -0.6 -0.6
N 0.5567 -2.3124 -0.3385 0.9 2.0 -0.3
C 3.3593 0.9697 0.4718 0.5 0.8 -0.5
C -0.6197 -2.9263 -1.0175 -0.7 -0.1 -0.4
C 4.1532 0.6847 -0.7920 0.7 -0.2 -0.3
C 4.3409 1.0304 1.6388 0.2 -0.3 0.4
C 2.6952 2.3377 0.3396 -0.3 0.3 0.1
C -0.3111 -4.3016 -1.5935 0.3 -0.3 -0.2
C -1.8014 -3.0358 -0.0517 -0.1 0.2 0.6
C -1.0144 -1.9964 -2.1652 0.2 0.2 -0.1
H 4.6199 -0.3058 -0.7418 0.0 0.1 -0.1
H 4.9491 1.4354 -0.8873 -0.2 -0.2 0.0
H 3.5328 0.7400 -1.6981 0.2 0.0 0.3
H 3.8634 1.3435 2.5734 0.1 -0.1 -0.2
H 5.1066 1.7811 1.4122 -0.2 -0.2 0.0
H 4.8575 0.0764 1.7924 -0.1 0.1 0.0
H 2.0035 2.3716 -0.5082 0.2 0.1 0.2
H 3.4671 3.1063 0.2039 -0.2 -0.2 0.1
H 2.1307 2.5693 1.2507 0.0 0.1 -0.2
H 0.5238 -4.2501 -2.3007 -0.1 -0.1 0.1
H -1.1832 -4.6600 -2.1542 0.2 0.2 0.2
H -0.0953 -5.0525 -0.8264 0.0 0.2 -0.1
H -1.5676 -3.6891 0.7977 0.0 0.1 -0.2
H -2.6704 -3.4570 -0.5781 0.4 0.1 0.1
H -2.0821 -2.0486 0.3344 0.0 -0.3 -0.1
H -1.3094 -1.0088 -1.7807 -0.2 -0.2 -0.2
H -1.8631 -2.4367 -2.7007 0.2 0.3 0.1
H -0.1688 -1.8773 -2.8538 -0.3 -0.1 0.0
C 1.6346 -3.1648 0.1351 0.5 -0.4 0.5
H 2.5375 -2.5569 0.2723 -0.3 -0.4 0.1
H 1.3827 -3.6606 1.0888 -0.1 0.2 -0.3
H 1.8635 -3.9616 -0.5866 -0.1 0.4 0.1
C 2.0506 -0.5172 2.0194 -0.2 -0.1 0.5
H 2.0420 0.3153 2.7409 -0.2 -0.2 -0.4
H 1.0761 -1.0301 2.0588 0.1 0.0 0.1
H 2.8188 -1.2307 2.3614 -0.2 0.2 -0.3
O -0.2952 2.0259 -0.4140 -0.4 -1.9 0.5
C -1.1511 1.3086 0.1414 -0.6 1.8 -0.2
O -0.9407 0.0287 0.4016 1.9 -0.5 -0.5
C -2.4998 1.8504 0.5371 0.2 -0.1 0.0
C -3.4601 1.0330 1.1549 0.2 0.0 -0.1
C -4.7051 1.5454 1.4901 -0.2 0.7 -0.1
C -4.9885 2.8996 1.2194 2.1 -1.0 -0.5
C -4.0238 3.7280 0.6103 -0.7 -0.3 0.3
C -2.7899 3.1979 0.2649 0.2 -0.2 0.0
N -6.2651 3.4313 1.5822 -3.5 1.6 1.0
O -7.1039 2.6735 2.1211 2.0 1.2 -1.1
O -6.4931 4.6391 1.3469 0.8 -2.4 0.3
H -3.2318 -0.0124 1.3767 -0.1 0.4 -0.1
H -5.4643 0.9260 1.9527 0.1 0.1 0.0
H -4.2678 4.7675 0.4132 0.0 -0.2 0.1
H -2.0383 3.8246 -0.2187 -0.3 -0.2 0.2
```
Forces are in eV/Å.

## Properties
Total charge: +2
Gap between HOMO and LUMO (spin up / spin down) (eV): 5.34 / 5.33
Max |F| (eV/A): 5.31
Molecular weight (g/mol): 494.9
Relative energy (zero: lowest compared OMol25 entry of this formula, charge and spin) (eV): 0.000
Multiplicity: 1
E_LUMO (spin up / spin down) (eV): -9.3 / -9.3
E_tot (eV): -105624.858
Highest occupied orbital energy (spin up / spin down) (eV): -14.66 / -14.66

Löwdin population analysis, charges in e, atoms 1 to 4:
1. N 0.026
2. C -0.510
3. O 0.232
4. Cu 0.831

---

# 2
Below is a molecular structure, C16H21BF4N4O3PdS in a non-equilibrium geometry, with properties calculated with the ωB97M-V functional and the def2-TZVPD basis.

Structure (XYZ):
```
51
Properties=species:S:1:pos:R:3:forces:R:3
Pd -0.6198 -0.5549 0.6226 0.6 -0.2 -0.4
C 4.2729 -2.0286 -1.9654 0.0 -0.3 -0.3
N 3.6215 -1.3317 -0.8884 0.4 1.0 0.6
C 4.2874 -0.3783 -0.1625 -1.2 0.0 0.4
C 3.6288 0.3506 0.7881 1.4 -0.1 -0.8
C 2.2530 0.1249 0.9578 -1.8 -0.8 0.1
N 1.6029 -0.7861 0.2073 0.1 1.2 1.3
C 2.2191 -1.4962 -0.7457 0.1 -0.5 -0.5
O 1.6512 -2.2815 -1.4898 0.3 0.0 -0.2
N 1.5317 0.7536 1.9368 0.3 -0.2 -0.8
H 5.3505 -1.8686 -1.8985 -0.1 0.0 0.0
H 3.9139 -1.6683 -2.9351 0.0 -0.1 0.1
H 4.0489 -3.0961 -1.9014 0.0 0.1 0.0
H 5.3354 -0.2401 -0.3851 0.0 0.0 0.0
H 4.1337 1.1171 1.3524 0.1 0.0 0.0
H 1.7777 1.7155 2.1256 0.1 -0.1 -0.1
H 0.5019 0.5970 1.8117 0.6 0.1 0.2
F 1.9478 2.1880 -1.6488 1.0 -0.4 -0.5
B 0.7833 2.5735 -1.0115 -0.6 -0.3 0.1
F 0.0665 3.4271 -1.8311 -0.5 0.5 -0.6
F 1.1007 3.2297 0.1696 0.4 0.5 1.0
F 0.0065 1.4366 -0.7091 0.0 0.2 -0.3
O 0.6396 -7.1685 -1.9043 0.1 -0.1 0.6
C 0.6751 -7.1722 -0.5156 0.4 -1.5 -0.2
O 0.9794 -8.2268 0.0366 -0.3 1.1 -0.7
C 0.3460 -5.9375 0.1478 -0.3 0.9 0.5
C -0.1908 -4.8039 -0.5087 0.2 -0.6 0.1
C -0.5259 -3.6725 0.1814 -0.1 0.3 -0.5
C -0.3040 -3.5685 1.5642 -0.5 0.5 0.6
S -0.7636 -2.1440 2.4272 0.2 -0.8 0.4
C 0.2339 -4.6864 2.2273 0.1 -0.2 0.0
C 0.5323 -5.8359 1.5463 0.0 -0.3 -0.5
H 0.4835 -6.2635 -2.2004 0.0 0.0 0.1
H -0.3699 -4.8047 -1.5792 0.0 0.0 0.0
H -0.9405 -2.8020 -0.3459 0.2 -0.5 0.3
H 0.3913 -4.6167 3.2961 0.0 0.0 0.0
H 0.9141 -6.7043 2.0658 0.1 0.0 0.0
C -4.1223 -1.2172 0.7450 0.4 0.3 0.0
C -3.3734 0.0261 0.1957 -0.7 0.0 -0.5
C -4.3250 1.2458 0.1865 0.0 -0.4 -0.2
C -2.9422 -0.2772 -1.2665 0.0 0.0 0.3
N -2.2776 0.3449 1.0218 -0.4 0.3 0.6
H -4.9494 -1.4971 0.0911 -0.1 0.0 -0.1
H -4.5106 -1.0017 1.7383 0.0 0.0 0.2
H -3.4165 -2.0460 0.8286 0.0 0.0 0.0
H -5.1578 1.0888 -0.4993 -0.3 0.1 -0.1
H -3.7568 2.1228 -0.1181 0.0 0.1 -0.1
H -4.7114 1.4143 1.1897 0.0 0.0 0.1
H -3.8140 -0.4159 -1.9098 -0.1 -0.1 -0.1
H -2.3267 -1.1882 -1.2952 -0.1 0.2 0.0
H -2.3525 0.5553 -1.6480 0.1 0.0 0.0
```
Forces are in eV/Å.

## Properties
Total charge: -2
Gap between HOMO and LUMO (spin up / spin down) (eV): 4.13 / 5.43
Max |F| (eV/A): 1.94
Molecular weight (g/mol): 542.7
Multiplicity: 3
E_LUMO (spin up / spin down) (eV): 4.5 / 4.5
E_tot (eV): -54904.690
Highest occupied orbital energy (spin up / spin down) (eV): 0.40 / -0.90

Löwdin population analysis, charges in e, atoms 1 to 4:
1. Pd 0.462
2. C -0.048
3. N -0.052
4. C -0.041

---

# 3
Below is 2 unconnected molecules or ions with the total composition C5H10N4O3S in a non-equilibrium geometry, with properties calculated with the ωB97M-V functional and the def2-TZVPD basis.

Structure (XYZ):
```
23
Properties=species:S:1:pos:R:3:forces:R:3
C -0.0747 1.0376 -2.4476 0.6 -1.2 1.4
C 1.1613 0.4273 -2.7617 -1.1 -0.7 1.7
C -0.0072 0.2120 -0.3497 3.9 -2.9 0.7
C 2.0005 -1.2333 0.3112 -2.9 -2.2 0.7
C -2.9303 -1.7145 0.9313 1.5 1.6 -0.5
N -0.6075 0.9150 -1.2503 -1.1 1.8 -1.9
N 1.8479 -0.2830 -1.8899 -1.9 -0.2 2.5
N 1.2569 -0.4083 -0.6287 0.5 2.0 -3.7
N 0.1470 3.0611 2.0007 0.4 1.5 2.4
O -0.5274 -2.6002 1.6451 0.5 -0.3 1.0
O -0.9454 -2.1694 -0.6801 0.6 0.6 -1.5
O -0.4614 -0.1506 0.7533 -0.8 1.1 1.2
S -1.2771 -1.8819 0.6721 -3.6 -1.8 1.0
H -0.6639 1.4639 -3.2244 -0.3 0.6 -0.4
H 1.3312 0.1884 -3.7557 1.2 0.3 -1.9
H 1.1961 -1.8429 0.9251 2.0 1.2 -1.2
H 2.6232 -1.9504 -0.2214 0.0 0.4 -0.1
H 2.5327 -0.6060 0.9617 0.9 0.8 0.9
H -0.7524 2.6739 2.4176 1.6 0.9 -0.7
H -3.1394 -0.6719 0.5889 -0.4 -1.0 -0.3
H -3.2935 -1.8765 1.9347 0.5 -0.1 0.4
H -0.0851 3.7473 1.2624 -0.1 -0.6 0.7
H 0.6685 3.6626 2.8051 -1.8 -1.9 -2.5
```
Forces are in eV/Å.

## Properties
Gap between HOMO and LUMO (spin up / spin down) (eV): 6.32 / 6.32
Max |F| (eV/A): 4.92
Molecular weight (g/mol): 206.2
Relative energy (zero: lowest compared OMol25 entry of this formula, charge and spin) (eV): 3.736
Multiplicity: 1
E_LUMO (spin up / spin down) (eV): -1.7 / -1.7
E_tot (eV): -28280.227
Highest occupied orbital energy (spin up / spin down) (eV): -7.99 / -7.99

Löwdin population analysis, charges in e, atoms 1 to 4:
1. C -0.027
2. C -0.083
3. C -0.485
4. C 0.009

---

# 4
Below is a molecular structure, C16H17AlBrCl11F2LiMgNO2S in a non-equilibrium geometry, with properties calculated with the ωB97M-V functional and the def2-TZVPD basis.

Structure (XYZ):
```
54
Properties=species:S:1:pos:R:3:forces:R:3
C 6.6398 -0.4057 1.1745 0.0 -0.5 -1.2
C 5.7250 -1.4383 0.3620 0.6 1.6 0.2
C 4.5510 -0.5703 -0.2278 -0.7 -1.0 -0.3
C 3.1146 -1.1989 0.0241 1.2 0.2 -0.8
C 2.0887 -0.2215 -0.6562 -0.3 -0.7 0.0
C 0.7079 -0.1579 0.0378 -2.1 0.6 0.0
C -0.5002 -0.3884 -0.8062 -0.2 0.5 1.8
C -1.8518 -0.2983 -0.2454 1.4 0.3 1.7
C -2.0585 -0.0266 1.1597 1.6 -0.3 -1.6
C -0.8927 0.1991 2.0451 -0.3 1.3 -0.7
C 0.4977 0.1422 1.4313 -0.7 -1.1 -0.1
S 1.9049 0.4770 2.5256 -0.5 -1.5 -0.2
C -3.5975 -0.0458 1.4302 1.2 0.0 -1.6
O -4.1947 -0.0767 2.4616 0.3 0.1 -0.1
N -4.1247 -0.0634 0.1226 0.0 -1.0 0.5
C -3.2615 -0.4503 -0.9178 0.7 1.1 1.8
O -3.5232 -0.7687 -2.0389 0.3 -0.1 0.2
H 6.1847 -0.2072 2.1959 0.9 -1.1 -1.7
H 7.7149 -0.7252 1.2183 -1.1 0.2 0.5
H 6.6001 0.5606 0.5957 0.2 -0.8 0.8
H 6.3930 -1.8417 -0.4478 -0.9 0.1 0.8
H 5.3325 -2.2602 1.0066 0.5 0.6 -0.5
H 4.6613 -0.5393 -1.3510 0.0 0.1 0.9
H 4.5811 0.4952 0.1307 -0.1 -1.1 -0.1
H 2.9247 -1.3829 1.1075 0.2 0.3 -1.0
H 3.1460 -2.1988 -0.4962 -0.4 0.9 0.5
H 1.9290 -0.5926 -1.7102 0.0 0.4 1.0
H 2.5593 0.7988 -0.7637 -0.6 -0.8 0.5
H -0.3712 -0.6320 -1.8863 -0.2 0.1 1.0
H -1.0684 0.4034 3.1296 0.5 -0.6 -1.0
H 2.1417 -0.6527 3.2792 -1.0 0.1 -0.7
H -5.1876 -0.1539 -0.0140 0.4 0.4 -0.3
C 6.4776 3.5022 -1.0696 -0.1 0.4 0.7
Cl 6.2903 2.6289 -2.6067 0.1 -0.2 -0.5
Cl 5.1114 3.1922 0.0033 0.0 0.2 -0.1
H 7.3935 3.1708 -0.5873 -0.1 -0.2 -0.2
H 6.5327 4.5677 -1.2763 -0.1 -0.1 -0.1
Cl -6.6350 -0.0384 -1.0556 -0.7 0.0 -0.2
C -6.8897 -4.4817 -0.8129 -0.8 1.9 -0.7
Cl -7.1540 -4.7155 -2.5379 0.2 -0.2 0.5
Cl -8.4394 -4.2436 0.0016 0.3 -0.3 0.0
Cl -6.0881 -5.9595 -0.1331 0.6 -0.4 -0.6
Cl -5.8588 -3.0813 -0.5512 -0.2 -0.7 0.0
Mg 5.7927 0.9098 3.5714 -0.7 1.2 1.0
F -0.6299 2.3350 2.9293 -0.2 -1.5 -0.9
Li 3.9839 2.3222 -3.2881 0.1 0.1 0.2
Br 2.6473 3.1574 2.6294 -2.1 2.8 -1.7
F 0.9935 3.8939 1.5861 3.0 -1.0 1.6
Al -6.3054 -7.1813 1.9340 -0.2 -0.4 0.8
C -9.1976 2.8482 -2.5222 0.1 0.0 0.0
Cl -10.1067 1.3376 -2.3400 0.1 0.1 0.0
Cl -7.8554 2.5973 -3.6553 -0.2 0.0 0.1
Cl -10.2704 4.1113 -3.1501 0.1 -0.1 0.1
Cl -8.5585 3.3475 -0.9452 -0.1 -0.1 -0.2
```
Forces are in eV/Å.

## Properties
Total charge: +2
Gap between HOMO and LUMO (eV): 1.96
Max |F| (eV/A): 3.93
Molecular weight (g/mol): 853.5
Relative energy (zero: lowest compared OMol25 entry of this formula, charge and spin) (eV): 0.000
Multiplicity: 1
E_LUMO (eV): -9.4
E_tot (eV): -258730.651
Highest occupied orbital energy (eV): -11.38

Löwdin population analysis, charges in e, atoms 1 to 4:
1. C -0.157
2. C -0.195
3. C -0.239
4. C -0.212

---

# 5
Below is a molecular structure, C19H27N2O4SeSi2V, with properties calculated with the ωB97M-V functional and the def2-TZVPD basis.

Structure (XYZ):
```
56
Properties=species:S:1:pos:R:3:forces:R:3
V 0.1781 0.5388 0.4818 0.1 0.0 0.1
O 4.1384 0.6753 -0.3848 0.0 0.0 0.0
C 2.9373 0.4146 0.1802 -0.1 0.0 0.0
O 1.9546 1.2097 -0.0603 0.0 0.0 -0.1
C 2.7058 -0.6233 1.0634 0.0 0.1 0.0
C 3.5901 -1.5362 1.7046 0.0 0.0 0.0
C 3.1329 -2.2804 2.7441 0.0 0.0 0.0
C 1.7832 -2.1030 3.2114 0.1 0.0 0.1
C 0.9704 -1.2497 2.5568 -0.2 0.0 -0.1
N 1.3713 -0.5787 1.4358 0.0 0.0 -0.1
C -0.4541 -0.8817 2.8735 0.1 0.1 0.0
O -1.1047 -1.4024 3.7533 0.0 0.0 0.0
O -0.8661 0.0758 2.0699 -0.1 -0.1 -0.1
H 4.0046 1.4680 -0.9217 0.0 0.0 0.0
H 4.6145 -1.6025 1.3623 0.0 0.0 0.0
H 3.7857 -2.9783 3.2510 0.0 0.0 0.0
H 1.4077 -2.6222 4.0826 0.0 0.0 0.0
Se -1.2774 2.5793 -0.1527 0.1 0.0 0.0
C -1.1119 3.3952 1.5712 0.0 0.0 0.1
C -1.8020 2.9182 2.6822 0.0 0.0 0.0
C -1.6756 3.5783 3.8935 0.0 0.0 0.0
N -0.9277 4.6673 4.0835 0.0 0.0 0.0
C -0.2623 5.1110 3.0185 0.0 0.0 0.0
C -0.3156 4.5211 1.7655 0.0 0.0 0.0
H -2.4055 2.0252 2.6107 0.0 0.0 0.0
H -2.2078 3.2052 4.7626 0.0 0.0 0.0
H 0.3540 5.9922 3.1715 0.0 0.0 0.0
H 0.2602 4.9342 0.9474 0.0 0.0 0.0
C -1.7528 0.7564 -3.2213 0.0 0.1 0.0
Si -0.0236 0.1622 -2.7871 -0.1 -0.1 0.0
C 0.5363 -1.0052 -4.1584 0.0 0.0 0.0
C 1.1698 1.6018 -2.9760 0.0 0.1 0.0
C 0.0205 -0.7287 -1.1444 0.0 0.1 0.2
Si -1.2949 -2.0242 -0.8578 0.0 0.0 -0.1
C -2.8967 -1.2682 -0.2410 0.0 0.0 -0.1
C -1.7825 -3.0260 -2.3852 -0.1 0.0 0.0
C -0.6605 -3.3362 0.3210 0.0 0.0 0.1
H -1.7074 1.5053 -4.0167 0.0 0.0 0.0
H -2.2546 1.2131 -2.3671 0.0 0.0 0.0
H -2.3774 -0.0646 -3.5762 0.0 -0.1 0.0
H 0.5458 -0.4703 -5.1130 0.0 0.0 0.0
H -0.1003 -1.8828 -4.2705 0.0 0.0 0.0
H 1.5568 -1.3455 -3.9595 0.0 0.0 0.0
H 1.0513 1.9935 -3.9918 0.0 0.0 0.0
H 2.1996 1.2523 -2.8708 0.0 0.0 0.0
H 1.0023 2.4105 -2.2654 0.0 0.0 0.0
H 0.9931 -1.2551 -1.1193 0.0 0.0 -0.1
H -3.1221 -0.3499 -0.7911 0.0 -0.1 0.0
H -2.8633 -1.0009 0.8149 0.0 0.0 0.0
H -3.7168 -1.9734 -0.4063 0.0 0.0 0.1
H -2.2795 -2.4213 -3.1455 0.0 0.0 -0.1
H -2.4968 -3.7863 -2.0528 0.0 0.0 0.0
H -0.9424 -3.5453 -2.8500 0.0 0.0 0.0
H -0.3614 -2.9320 1.2883 0.0 -0.1 0.0
H 0.2090 -3.8375 -0.1138 0.0 0.0 0.0
H -1.4296 -4.0925 0.4990 0.0 0.0 0.0
```
Forces are in eV/Å.

## Properties
Total charge: -1
Gap between HOMO and LUMO (spin up / spin down) (eV): 6.33 / 6.23
Max |F| (eV/A): 0.19
Molecular weight (g/mol): 533.5
Relative energy (zero: lowest compared OMol25 entry of this formula, charge and spin) (eV): 0.297
Multiplicity: 2
E_LUMO (spin up / spin down) (eV): 2.5 / 2.5
E_tot (eV): -138106.511
Highest occupied orbital energy (spin up / spin down) (eV): -3.79 / -3.77

Löwdin population analysis, charges in e, atoms 1 to 4:
1. V 0.732
2. O 0.099
3. C -0.453
4. O -0.119

---

# 6
Below is a single C4H8N2 molecule in a non-equilibrium geometry, with properties calculated with the ωB97M-V functional and the def2-TZVPD basis.

Structure (XYZ):
```
14
Properties=species:S:1:pos:R:3:forces:R:3
C -0.4758 0.1574 -0.3022 -2.4 -2.0 0.5
C -2.7301 -1.0104 0.7868 6.6 1.1 0.5
C 0.2916 2.3590 0.3504 0.5 1.5 1.4
C 0.5684 0.8859 0.4348 -0.1 0.5 -3.7
N -1.9026 -0.0062 -0.1360 -1.9 0.7 0.1
N -0.9581 -0.6164 -1.1640 1.5 0.3 0.0
H -2.6981 -1.9674 0.2734 -0.5 0.0 0.2
H -3.6147 -0.4681 0.8919 -1.5 0.2 0.4
H -2.0215 -1.0431 1.7518 -2.2 -0.3 -1.6
H 0.4961 2.6966 -0.6371 0.2 0.2 -1.0
H 0.9890 2.9550 1.0020 -0.7 -0.7 -0.4
H -0.7284 2.6688 0.5517 -0.2 -0.2 0.3
H 0.5590 0.4335 1.3464 0.3 -0.8 2.9
H 1.4983 0.7368 -0.1002 0.5 -0.4 0.3
```
Forces are in eV/Å.

## Properties
SMILES: CCC1=NN1C
Gap between HOMO and LUMO (eV): 8.95
Max |F| (eV/A): 6.72
Molecular weight (g/mol): 84.1
Relative energy (zero: lowest compared OMol25 entry of this formula, charge and spin) (eV): 4.144
Multiplicity: 1
E_LUMO (eV): 0.9
E_tot (eV): -7253.732
Highest occupied orbital energy (eV): -8.02

Löwdin population analysis, charges in e, atoms 1 to 4:
1. C -0.341
2. C -0.050
3. C -0.096
4. C -0.174